[1]
82
Properties=species:S:1:pos:R:3:lowdin_charge:R:1 method="wB97M-V/def2-TZVPD" multiplicity=1 e_lumo_ev="-8.0 / -8.4" gap_ha="0.1814 / 0.1678" relative_energy_kj_mol=0.00 total_charge=+2 molar_mass_g_mol=578.561
N -3.488 -8.603 -4.562 0.081
C -2.604 -8.900 -3.611 -0.105
C -1.839 -7.914 -2.970 0.005
C -2.058 -6.555 -3.279 -0.201
C -3.009 -6.265 -4.286 0.008
C -3.683 -7.335 -4.909 -0.107
C -1.339 -5.508 -2.560 0.034
Be 1.178 0.047 0.442 -0.314
P -1.776 4.136 4.498 1.211
C -1.846 -4.272 -2.316 0.020
C -1.148 -3.265 -1.560 -0.184
C -1.832 -2.100 -1.131 0.017
C -1.148 -1.129 -0.389 -0.089
C 0.212 -1.297 -0.145 -0.199
C 0.879 -2.468 -0.462 -0.053
C 0.205 -3.453 -1.201 0.022
Br 0.169 1.086 2.020 0.344
H -0.372 -5.808 -2.161 0.120
H -2.864 -4.014 -2.632 0.134
H -1.114 -8.218 -2.214 0.120
H -3.218 -5.247 -4.609 0.113
H -2.485 -9.954 -3.341 0.121
H -4.402 -7.146 -5.708 0.119
H -2.894 -1.992 -1.369 0.128
H 0.724 -4.364 -1.495 0.112
H -1.683 -0.256 -0.005 0.090
H 1.915 -2.648 -0.168 0.094
P 0.740 1.565 -1.211 0.978
C -1.682 2.382 5.059 -0.381
C -2.641 2.122 6.230 -0.143
H -0.641 2.197 5.362 0.093
H -1.909 1.747 4.191 0.064
H -2.339 1.216 6.771 0.086
H -2.634 2.957 6.944 0.072
H -3.671 1.976 5.883 0.079
C -2.928 3.997 3.063 -0.365
C -3.655 5.319 2.787 -0.143
H -3.648 3.208 3.325 0.093
H -2.334 3.668 2.197 0.086
H -4.547 5.138 2.174 0.084
H -3.981 5.800 3.718 0.074
H -3.014 6.024 2.242 0.079
C -0.162 4.403 3.656 -0.386
C 0.829 5.133 4.568 -0.145
H -0.368 5.004 2.757 0.093
H 0.208 3.412 3.346 0.000
H 1.663 5.537 3.978 0.084
H 0.346 5.974 5.084 0.073
H 1.251 4.460 5.326 0.080
C 2.013 2.891 -1.354 -0.370
C 2.559 3.210 -2.746 -0.134
H 2.824 2.586 -0.673 0.072
H 1.552 3.788 -0.913 0.077
H 3.173 2.394 -3.145 0.065
H 1.758 3.426 -3.463 0.075
H 3.196 4.101 -2.696 0.083
C -0.837 2.523 -1.028 -0.396
C -2.000 2.184 -1.950 -0.143
H -0.561 3.584 -1.138 0.080
H -1.110 2.370 0.028 -0.008
H -1.856 2.640 -2.937 0.083
H -2.149 1.106 -2.074 0.051
H -2.926 2.597 -1.533 0.078
C 0.637 0.787 -2.873 -0.378
C 1.817 -0.130 -3.202 -0.128
H 0.552 1.603 -3.605 0.082
H -0.304 0.220 -2.908 0.069
H 1.467 -1.048 -3.692 0.080
H 2.522 0.363 -3.886 0.074
H 2.377 -0.443 -2.309 0.038
C 4.970 -0.248 2.121 0.010
N 4.857 -0.877 0.802 -0.143
C 6.029 -1.536 0.222 -0.004
C 3.703 -0.864 0.173 -0.191
O 2.708 -0.225 0.671 -0.092
H 5.999 -0.414 2.440 0.093
H 4.269 -0.705 2.834 0.113
H 4.760 0.829 2.060 0.109
H 5.843 -2.602 0.047 0.104
H 6.300 -1.084 -0.740 0.105
H 6.851 -1.415 0.926 0.094
H 3.644 -1.407 -0.787 0.154

***

[2]
31
Properties=species:S:1:pos:R:3:lowdin_charge:R:1 method="wB97M-V/def2-TZVPD" multiplicity=1 e_lumo_ev="-4.3 / -5.6" gap_ha="0.2815 / 0.2294" relative_energy_kj_mol=0.00 total_charge=+1 molar_mass_g_mol=344.218
Co -0.087 -1.137 -0.048 0.622
O 1.695 -1.095 -0.413 -0.144
N 2.215 0.104 -0.442 0.081
N 1.354 0.996 -0.267 -0.142
O 0.079 0.681 -0.106 -0.085
C 1.713 2.394 -0.250 -0.160
C 0.691 3.326 -0.269 0.002
C 1.030 4.670 -0.259 -0.050
C 2.361 5.055 -0.230 -0.055
C 3.368 4.098 -0.208 -0.053
C 3.052 2.751 -0.215 -0.006
H -0.340 3.006 -0.292 0.120
H 0.247 5.415 -0.275 0.115
H 2.619 6.106 -0.222 0.115
H 4.405 4.400 -0.180 0.115
H 3.825 1.996 -0.191 0.116
C -4.269 -3.924 -0.518 0.002
O -3.729 -2.588 -0.496 0.058
C -2.446 -2.385 -0.394 -0.512
O -2.006 -1.231 -0.378 0.066
N -1.602 -3.444 -0.306 0.084
N -0.232 -3.134 -0.239 0.052
H -5.342 -3.794 -0.590 0.111
H -4.029 -4.445 0.409 0.108
H -3.910 -4.466 -1.393 0.107
H -1.894 -4.407 -0.319 0.155
H 0.254 -3.470 -1.069 0.150
H 0.183 -3.557 0.589 0.142
S 0.736 0.073 4.019 0.762
C 0.237 -0.685 2.742 -0.894
N -0.177 -1.309 1.808 0.017

***

[3]
73
Properties=species:S:1:pos:R:3:lowdin_charge:R:1 method="wB97M-V/def2-TZVPD" multiplicity=1 e_lumo_ev="-3.9 / -3.9" gap_ha="0.2328 / 0.2329" relative_energy_kj_mol=262.03 total_charge=+1 molar_mass_g_mol=1032.503
Ir 0.860 0.672 0.727 0.636
F 3.496 2.619 5.998 0.151
C 2.371 1.950 5.685 -0.594
F 1.979 1.299 6.801 0.150
F 1.430 2.850 5.392 0.120
C 2.637 0.957 4.585 -0.105
C 3.694 0.082 4.791 0.027
C 3.990 -0.889 3.844 -0.027
C 3.191 -0.957 2.721 -0.124
N 2.174 -0.121 2.517 -0.106
C 1.892 0.845 3.407 -0.678
S 0.592 1.847 2.881 0.679
H 4.277 0.176 5.699 0.139
H 4.813 -1.573 3.982 0.116
H 3.354 -1.705 1.955 0.121
C -2.348 3.760 -0.937 -0.238
Sb -1.592 1.904 -0.175 1.398
C -2.696 1.911 1.689 -0.300
C -2.770 0.448 -1.311 -0.271
C -3.808 -0.203 -0.478 -0.298
C -5.040 0.432 -0.310 -0.056
C -6.026 -0.103 0.498 -0.067
C -5.786 -1.292 1.172 -0.067
C -4.577 -1.944 0.997 -0.047
C -3.581 -1.425 0.171 -0.287
C -2.325 -2.207 -0.032 -0.277
Sb -0.612 -1.511 1.126 1.319
C 0.574 -3.288 0.954 -0.279
C -1.451 -1.886 3.054 -0.263
H -3.429 3.746 -0.810 0.022
H -2.080 3.820 -1.987 0.009
H -1.917 4.594 -0.388 0.019
H -3.748 2.119 1.504 0.012
H -2.281 2.683 2.337 -0.003
H -2.599 0.946 2.186 -0.014
H -2.043 -0.233 -1.741 0.026
H -3.186 1.061 -2.109 0.074
H -5.220 1.359 -0.844 0.119
H -6.979 0.398 0.597 0.110
H -6.542 -1.713 1.821 0.109
H -4.403 -2.888 1.501 0.115
H -2.010 -2.237 -1.075 0.061
H -2.457 -3.230 0.320 0.068
H -0.073 -4.162 0.986 0.018
H 1.273 -3.329 1.788 0.001
H 1.131 -3.276 0.020 0.012
H -1.717 -2.940 3.111 0.022
H -2.340 -1.274 3.192 0.007
H -0.725 -1.647 3.829 0.011
N 2.387 -2.963 -6.245 0.125
C 1.934 -1.892 -5.538 -0.309
C 0.855 -2.024 -4.647 -0.020
C 0.432 -0.946 -3.900 -0.061
C 1.066 0.282 -4.035 -0.299
C 2.117 0.439 -4.931 -0.054
C 2.544 -0.636 -5.680 -0.014
S 0.599 1.649 -3.036 0.581
O 1.221 2.837 -3.541 -0.317
O -0.838 1.644 -2.874 -0.387
N 1.190 1.288 -1.548 -0.271
C 2.432 1.671 -1.204 -0.740
S 3.623 2.598 -2.072 1.096
C 4.730 2.361 -0.757 -0.373
C 4.155 1.668 0.241 -0.232
N 2.862 1.277 -0.012 -0.127
H 1.947 -3.859 -6.162 0.101
H 3.143 -2.866 -6.894 0.103
H 0.354 -2.980 -4.554 0.113
H -0.402 -1.045 -3.219 0.099
H 2.579 1.412 -5.033 0.112
H 3.355 -0.516 -6.386 0.117
H 5.728 2.764 -0.789 0.073
H 4.621 1.390 1.174 0.109

***

[4]
119
Properties=species:S:1:pos:R:3:lowdin_charge:R:1 method="wB97M-V/def2-TZVPD" multiplicity=6 e_lumo_ev="2.0 / 2.0" gap_ha="0.2637 / 0.2675" relative_energy_kj_mol=0.00 total_charge=-1 molar_mass_g_mol=1003.714
Mn 1.355 0.248 0.853 0.549
O 1.182 0.528 8.004 -0.050
C 0.479 1.180 7.213 -0.705
O -0.499 1.925 7.416 -0.052
C 0.875 1.036 5.722 -0.107
C 1.760 0.043 5.319 0.002
C 2.026 -0.129 3.975 -0.142
N 1.459 0.625 3.027 0.005
C 0.613 1.594 3.409 -0.237
C 0.314 1.839 4.738 0.025
C -0.100 2.340 2.288 -0.621
O -0.801 3.307 2.549 0.037
O 0.114 1.870 1.105 -0.188
H 2.213 -0.585 6.075 0.112
H 2.703 -0.901 3.625 0.056
H -0.391 2.614 5.005 0.125
C 1.037 -3.710 1.938 -0.315
As 0.040 -2.291 1.034 1.111
C 0.365 -2.942 -0.785 -0.297
C -1.803 -3.030 1.101 -0.344
C -2.644 -3.131 2.388 -0.666
C -1.794 -3.662 3.548 -0.095
C -3.277 -1.793 2.788 -0.369
As -2.032 -0.427 3.497 1.167
C -3.324 1.047 3.453 -0.297
C -2.220 -0.800 5.412 -0.297
C -3.752 -4.184 2.156 -0.391
As -5.304 -4.024 0.928 1.114
C -4.795 -2.735 -0.466 -0.366
C -6.456 -2.803 1.952 -0.356
H 0.560 -4.672 1.748 0.026
H 1.095 -3.530 3.009 0.017
H 2.046 -3.699 1.529 -0.007
H 0.225 -4.023 -0.835 0.029
H 1.378 -2.678 -1.087 0.000
H -0.336 -2.454 -1.465 0.007
H -1.680 -4.037 0.685 0.074
H -2.345 -2.451 0.352 0.026
H -0.964 -2.989 3.775 0.042
H -1.378 -4.644 3.312 0.083
H -2.399 -3.754 4.453 0.088
H -4.055 -1.966 3.539 0.074
H -3.759 -1.338 1.919 0.046
H -4.216 0.797 4.030 0.025
H -3.602 1.265 2.422 0.002
H -2.850 1.936 3.869 0.019
H -3.252 -1.078 5.640 0.023
H -1.947 0.089 5.983 0.018
H -1.551 -1.605 5.716 0.018
H -4.248 -4.381 3.114 0.064
H -3.278 -5.128 1.870 0.054
H -4.001 -3.139 -1.092 0.013
H -4.489 -1.771 -0.061 -0.005
H -5.680 -2.588 -1.088 0.013
H -6.647 -3.231 2.936 0.015
H -7.408 -2.714 1.428 0.008
H -6.017 -1.815 2.072 0.006
N 1.607 0.393 -1.206 -0.176
P 1.111 1.498 -2.214 0.629
N -0.531 1.679 -2.253 -0.188
C -1.311 0.436 -2.308 -0.217
C -2.148 0.287 -1.047 -0.177
C -3.188 1.414 -0.966 -0.174
C -2.711 2.658 -1.730 -0.172
C -1.204 2.834 -1.617 -0.181
N 1.745 2.988 -1.901 -0.185
C 1.616 4.054 -2.896 -0.218
C 1.543 5.406 -2.199 -0.182
C 2.842 5.693 -1.430 -0.192
C 3.485 4.391 -0.931 -0.175
C 2.427 3.336 -0.648 -0.195
N 1.518 1.160 -3.789 -0.190
C 0.570 0.998 -4.886 -0.218
C 1.233 1.405 -6.194 -0.181
C 2.414 0.475 -6.520 -0.194
C 3.036 -0.097 -5.238 -0.190
C 2.932 0.892 -4.088 -0.200
H -0.615 -0.399 -2.408 0.088
H -1.957 0.430 -3.195 0.116
H -1.476 0.335 -0.184 0.082
H -2.632 -0.692 -1.036 0.083
H -3.367 1.671 0.078 0.096
H -4.142 1.077 -1.382 0.105
H -3.198 3.553 -1.341 0.114
H -2.987 2.581 -2.787 0.108
H -0.919 2.918 -0.566 0.100
H -0.900 3.747 -2.130 0.094
H 0.718 3.882 -3.495 0.102
H 2.466 4.039 -3.592 0.113
H 0.698 5.387 -1.507 0.109
H 1.341 6.190 -2.931 0.109
H 2.622 6.348 -0.584 0.107
H 3.546 6.231 -2.070 0.102
H 4.070 4.570 -0.028 0.112
H 4.175 3.994 -1.682 0.111
H 1.712 3.700 0.097 0.117
H 2.887 2.433 -0.248 0.097
H -0.304 1.616 -4.684 0.105
H 0.219 -0.042 -4.965 0.118
H 1.580 2.436 -6.086 0.108
H 0.499 1.398 -7.002 0.107
H 3.168 1.028 -7.086 0.103
H 2.082 -0.345 -7.161 0.103
H 4.083 -0.358 -5.403 0.105
H 2.525 -1.018 -4.942 0.113
H 3.451 1.825 -4.350 0.115
H 3.422 0.481 -3.206 0.087
S 3.566 -1.180 1.076 0.565
C 4.011 -1.878 -0.441 -0.898
N 4.744 -3.070 -0.431 -0.026
C 5.367 -3.179 -1.744 -0.192
C 4.355 -2.384 -2.579 -0.216
N 3.760 -1.438 -1.632 -0.036
H 5.298 -3.222 0.397 0.099
H 5.475 -4.215 -2.065 0.101
H 6.352 -2.696 -1.761 0.109
H 3.579 -3.050 -2.979 0.104
H 4.815 -1.862 -3.420 0.090
H 2.381 -0.196 -1.525 -0.043